Model P:
{
  "formula": "C3H6N",
  "method": "ωB97M-V/def2-TZVPD",
  "multiplicity": 1,
  "smiles": "C=[N+]=CC",
  "e_homo_ev": -16.56,
  "e_lumo_ev": -6.02,
  "charge": 1,
  "species": ["C", "C", "C", "N", "H", "H", "H", "H", "H", "H"],
  "coordinates": [[-1.254, 1.791, 0.197], [0.819, 0.280, 0.011], [0.724, -1.163, 0.084], [-0.372, 1.067, -0.292], [-1.385, 1.758, 1.251], [-2.018, 2.232, -0.419], [1.794, 0.630, -0.134], [0.853, -0.992, 1.207], [-0.382, -1.457, -0.030], [1.354, -1.878, -0.352]],
  "nbo_charge": [0.081, 0.318, -0.666, -0.301, 0.214, 0.242, 0.247, 0.301, 0.268, 0.297]
}


Model Q:
{
  "formula": "C3H6N",
  "method": "ωB97M-V/def2-TZVPD",
  "multiplicity": 1,
  "e_homo_ev": -16.33,
  "e_lumo_ev": -8.19,
  "charge": 1,
  "species": ["C", "C", "C", "N", "H", "H", "H", "H", "H", "H"],
  "coordinates": [[0.311, -0.943, 0.088], [0.778, -2.244, 0.198], [-0.448, 2.651, -0.489], [-0.088, 0.101, 0.181], [1.807, -2.345, 0.635], [0.118, -2.956, 0.878], [0.673, -2.488, -0.785], [0.044, 2.937, 0.345], [0.111, 2.496, -1.396], [-1.513, 2.528, -0.468]],
  "nbo_charge": [0.428, -0.753, 0.242, -0.405, 0.295, 0.301, 0.268, 0.189, 0.216, 0.219]
}


Most stable structure - model P; separation to the second - 1.247 eV.


Model P:
{
  "formula": "C23H30N4O4",
  "method": "ωB97M-V/def2-TZVPD",
  "multiplicity": 1,
  "smiles": "Cc1cc(NC(=O)CCCC(=O)N(CC(=O)NC2CCCCC2)c2ccccc2)no1",
  "e_homo_ev": -8.90,
  "e_lumo_ev": 0.68,
  "charge": 0,
  "species": ["C", "C", "C", "C", "N", "O", "N", "C", "O", "C", "H", "C", "H", "H", "C", "C", "O", "N", "C", "C", "C", "C", "C", "C", "H", "H", "H", "H", "H", "C", "H", "C", "O", "N", "H", "C", "C", "C", "C", "C", "C", "H", "H", "H", "H", "H", "H", "H", "H", "H", "H", "H", "H", "H", "H", "H", "H", "H", "H", "H", "H"],
  "coordinates": [[-2.446, -2.905, -3.048], [-1.838, -3.005, -1.700], [-0.541, -3.102, -1.282], [-0.650, -3.111, 0.134], [-1.908, -3.039, 0.505], [-2.648, -2.974, -0.630], [0.347, -3.153, 1.086], [1.644, -2.791, 0.859], [2.110, -2.654, -0.251], [2.474, -2.615, 2.119], [3.092, -3.510, 2.228], [3.386, -1.390, 1.998], [4.148, -1.425, 2.779], [3.887, -1.423, 1.029], [2.611, -0.070, 2.131], [1.489, -0.024, 1.114], [0.370, -0.435, 1.407], [1.787, 0.422, -0.119], [3.063, 0.940, -0.474], [3.402, 2.244, -0.141], [4.637, 2.746, -0.513], [5.527, 1.953, -1.218], [5.182, 0.655, -1.556], [3.950, 0.145, -1.189], [3.664, -0.866, -1.443], [5.874, 0.037, -2.109], [6.489, 2.349, -1.508], [4.902, 3.761, -0.257], [2.696, 2.857, 0.399], [0.860, 0.209, -1.222], [1.416, 0.323, -2.153], [-0.325, 1.193, -1.260], [-0.399, 2.074, -2.094], [-1.257, 0.920, -0.342], [-1.032, 0.231, 0.373], [-2.495, 1.654, -0.192], [-3.679, 0.696, -0.341], [-4.998, 1.439, -0.158], [-5.040, 2.124, 1.205], [-3.866, 3.087, 1.349], [-2.544, 2.347, 1.170], [-2.434, 1.592, 1.953], [-1.707, 3.045, 1.253], [-3.892, 3.563, 2.332], [-3.945, 3.872, 0.594], [-4.989, 1.368, 1.991], [-5.981, 2.666, 1.320], [-5.102, 2.190, -0.944], [-5.830, 0.739, -0.250], [-3.645, 0.228, -1.327], [-3.592, -0.095, 0.408], [-2.515, 2.402, -0.993], [0.463, -0.809, -1.155], [2.157, -0.015, 3.122], [3.296, 0.767, 2.004], [1.832, -2.525, 2.995], [-0.011, -3.113, 2.030], [0.352, -3.167, -1.864], [-3.496, -3.180, -2.996], [-2.371, -1.882, -3.415], [-1.927, -3.558, -3.745]],
  "nbo_charge": [-0.666, 0.348, -0.396, 0.315, -0.184, -0.271, -0.604, 0.717, -0.633, -0.502, 0.242, -0.381, 0.217, 0.229, -0.501, 0.722, -0.681, -0.476, 0.230, -0.249, -0.192, -0.212, -0.204, -0.246, 0.241, 0.217, 0.216, 0.217, 0.226, -0.307, 0.234, 0.664, -0.639, -0.625, 0.436, -0.059, -0.400, -0.397, -0.396, -0.396, -0.401, 0.196, 0.211, 0.207, 0.195, 0.194, 0.206, 0.194, 0.208, 0.209, 0.202, 0.223, 0.234, 0.228, 0.236, 0.212, 0.419, 0.260, 0.238, 0.239, 0.235]
}


Model Q:
{
  "formula": "C23H30N4O4",
  "method": "ωB97M-V/def2-TZVPD",
  "multiplicity": 1,
  "smiles": "CNC(=O)[C@H](Cc1ccc(O)cc1)NC(C)=O.O=c1cccc2n1C[C@@H]1CNC[C@H]2C1",
  "e_homo_ev": -7.85,
  "e_lumo_ev": 0.48,
  "charge": 0,
  "species": ["O", "O", "O", "O", "C", "C", "C", "C", "C", "C", "C", "C", "C", "C", "C", "C", "C", "N", "N", "N", "N", "C", "C", "C", "C", "C", "C", "C", "C", "C", "C", "H", "H", "H", "H", "H", "H", "H", "H", "H", "H", "H", "H", "H", "H", "H", "H", "H", "H", "H", "H", "H", "H", "H", "H", "H", "H", "H", "H", "H", "H"],
  "coordinates": [[1.045, -5.847, -3.794], [0.633, 1.944, 7.059], [3.080, 4.216, 2.635], [-2.664, -1.009, 0.273], [0.033, -5.360, -4.288], [0.748, 2.614, 6.049], [2.754, 3.632, 3.663], [-0.916, -6.258, -4.925], [-2.046, -5.753, -5.520], [-2.266, -4.310, -5.492], [-1.358, -3.463, -4.881], [-1.834, -0.030, 2.308], [-1.364, 0.996, 0.145], [-1.104, 0.992, 2.947], [-0.614, 2.001, 0.784], [-1.962, -0.030, 0.902], [-0.477, 2.003, 2.187], [3.418, 3.818, 4.814], [-0.188, -3.985, -4.283], [-1.518, -1.753, -2.407], [1.216, 2.036, 4.940], [0.361, 4.081, 6.093], [4.543, 4.738, 4.978], [-2.370, -1.564, -3.593], [0.863, -3.115, -3.732], [-0.173, -1.165, -2.466], [-0.287, -1.234, -4.974], [-1.625, -1.975, -4.877], [0.555, -1.602, -3.746], [0.336, 3.103, 2.856], [1.583, 2.619, 3.634], [-2.984, -1.670, 0.889], [-0.702, -7.320, -4.913], [-2.764, -6.415, -5.996], [-3.161, -3.904, -5.954], [-2.303, -0.805, 2.894], [-1.492, 1.007, -0.926], [-1.030, 0.997, 4.025], [-0.149, 2.779, 0.193], [3.119, 3.287, 5.619], [-2.007, -1.475, -1.547], [1.390, 1.048, 5.048], [0.448, 4.430, 7.121], [-0.675, 4.177, 5.775], [0.994, 4.691, 5.457], [4.290, 5.715, 4.559], [4.784, 4.856, 6.036], [5.417, 4.351, 4.451], [-2.662, -0.511, -3.665], [-3.285, -2.156, -3.488], [1.771, -3.274, -4.324], [1.085, -3.424, -2.705], [-0.249, -0.073, -2.458], [0.401, -1.464, -1.584], [0.238, -1.516, -5.893], [-0.455, -0.153, -5.004], [-2.247, -1.711, -5.737], [1.506, -1.063, -3.788], [-0.324, 3.671, 3.508], [0.660, 3.792, 2.076], [1.984, 1.795, 3.043]],
  "nbo_charge": [-0.644, -0.627, -0.633, -0.701, 0.605, 0.662, 0.656, -0.299, -0.147, -0.326, 0.276, -0.310, -0.299, -0.189, -0.176, 0.380, -0.050, -0.607, -0.397, -0.666, -0.628, -0.721, -0.412, -0.205, -0.208, -0.213, -0.397, -0.273, -0.234, -0.427, -0.127, 0.492, 0.232, 0.214, 0.217, 0.210, 0.221, 0.220, 0.219, 0.404, 0.397, 0.415, 0.248, 0.239, 0.221, 0.217, 0.209, 0.207, 0.163, 0.208, 0.214, 0.226, 0.156, 0.205, 0.215, 0.213, 0.231, 0.223, 0.214, 0.245, 0.241]
}


Most stable structure - model P; separation to the second - 0.221 eV.


Model P:
{
  "formula": "C7H17NO",
  "method": "ωB97M-V/def2-TZVPD",
  "multiplicity": 1,
  "smiles": "CCN(C)C(C)=O.CC",
  "e_homo_ev": -9.13,
  "e_lumo_ev": 0.84,
  "charge": 0,
  "species": ["C", "C", "C", "C", "C", "O", "N", "H", "H", "H", "H", "H", "H", "H", "H", "H", "H", "H", "C", "C", "H", "H", "H", "H", "H", "H"],
  "coordinates": [[-1.345, -1.761, -1.294], [-2.500, -1.787, -0.255], [-1.086, 0.655, -1.382], [1.395, -1.927, -0.175], [0.871, -0.632, -0.748], [1.498, 0.411, -0.744], [-0.462, -0.635, -1.090], [-0.807, -2.691, -1.145], [-1.732, -1.734, -2.319], [-3.451, -1.434, -0.660], [-2.231, -1.155, 0.580], [-0.368, 1.369, -1.776], [1.017, -2.793, -0.721], [-2.683, -2.800, 0.067], [-1.867, 0.524, -2.137], [-1.466, 1.074, -0.455], [2.476, -1.998, -0.125], [0.982, -2.008, 0.837], [0.193, 2.673, 2.913], [1.562, 2.649, 2.236], [0.154, 1.879, 3.656], [0.030, 3.633, 3.394], [-0.678, 2.538, 2.256], [1.582, 3.065, 1.228], [1.961, 1.639, 2.117], [2.257, 3.214, 2.856]],
  "nbo_charge": [-0.205, -0.628, -0.420, -0.706, 0.683, -0.627, -0.448, 0.204, 0.191, 0.210, 0.216, 0.239, 0.213, 0.212, 0.194, 0.197, 0.241, 0.233, -0.608, -0.610, 0.200, 0.200, 0.198, 0.212, 0.209, 0.198]
}


Model Q:
{
  "formula": "C7H17NO",
  "method": "ωB97M-V/def2-TZVPD",
  "multiplicity": 1,
  "e_homo_ev": -9.87,
  "e_lumo_ev": -0.72,
  "charge": 0,
  "species": ["C", "C", "C", "C", "C", "C", "C", "H", "H", "H", "H", "H", "H", "H", "H", "H", "H", "H", "H", "H", "H", "H", "H", "H", "N", "O"],
  "coordinates": [[1.553, 2.495, -0.173], [1.445, 1.240, 0.593], [1.489, -0.078, -0.288], [1.438, -1.245, 0.686], [1.633, -2.506, -0.157], [-2.820, -0.166, 0.243], [-3.229, 1.044, -0.471], [2.409, 2.542, -1.072], [0.416, 2.478, -0.512], [1.814, 3.301, 0.623], [0.673, 1.060, 1.446], [2.246, 1.073, 1.402], [0.656, -0.196, -1.018], [2.349, -0.102, -0.857], [0.513, -1.121, 1.231], [2.199, -1.034, 1.301], [2.845, -2.465, -0.316], [1.098, -3.619, 0.187], [1.316, -2.246, -1.340], [-2.230, -2.019, 0.297], [-2.003, -1.148, -1.271], [-4.109, 0.874, -1.338], [-2.372, 1.658, -0.763], [-3.804, 1.465, 0.356], [-3.093, -1.362, -0.196], [-2.430, 0.076, 1.407]],
  "nbo_charge": [-0.629, -0.430, -0.366, -0.429, -0.627, 0.578, -0.716, 0.220, 0.215, 0.222, 0.229, 0.185, 0.174, 0.191, 0.205, 0.198, 0.217, 0.229, 0.197, 0.395, 0.319, 0.214, 0.246, 0.259, -0.680, -0.616]
}


Most stable structure - model P; separation to the second - 6.721 eV.


Model P:
{
  "formula": "C7H17NO",
  "method": "ωB97M-V/def2-TZVPD",
  "multiplicity": 1,
  "e_homo_ev": -7.34,
  "e_lumo_ev": 0.77,
  "charge": 0,
  "species": ["C", "C", "C", "C", "C", "O", "H", "H", "H", "H", "H", "H", "H", "H", "H", "H", "H", "H", "C", "C", "N", "H", "H", "H", "H", "H"],
  "coordinates": [[-0.997, -0.341, -1.156], [1.373, -0.240, -0.051], [-1.361, 0.984, -1.282], [-0.425, -1.072, -2.346], [-1.749, -1.230, -0.200], [1.653, -1.511, 0.491], [0.984, -2.136, 0.187], [1.456, -0.208, -1.138], [2.227, 0.391, 0.194], [-1.069, 1.535, -2.167], [-0.574, 1.849, 0.049], [-2.244, 1.342, -0.764], [-1.242, -1.493, -2.936], [-2.237, -0.652, 0.587], [0.146, -0.408, -2.996], [0.226, -1.897, -2.046], [-1.080, -1.946, 0.283], [-2.516, -1.794, -0.739], [1.477, 0.816, 2.547], [0.434, 0.801, 1.466], [-0.035, 1.994, 1.004], [0.702, 2.688, 0.901], [-0.357, 0.076, 1.638], [1.031, 1.142, 3.489], [1.882, -0.185, 2.687], [2.295, 1.494, 2.299]],
  "nbo_charge": [0.123, -0.195, -0.553, -0.661, -0.663, -0.738, 0.457, 0.169, 0.153, 0.209, 0.398, 0.218, 0.226, 0.221, 0.221, 0.205, 0.202, 0.225, -0.658, 0.077, -0.833, 0.355, 0.176, 0.222, 0.241, 0.203]
}


Model Q:
{
  "formula": "C7H17NO",
  "method": "ωB97M-V/def2-TZVPD",
  "multiplicity": 1,
  "smiles": "CC(N)=O.CCCCC",
  "e_homo_ev": -8.61,
  "e_lumo_ev": 0.57,
  "charge": 0,
  "species": ["C", "C", "C", "C", "C", "C", "C", "H", "H", "H", "H", "H", "H", "H", "H", "H", "H", "H", "H", "H", "H", "H", "H", "H", "N", "O"],
  "coordinates": [[4.199, -0.638, 0.065], [2.731, -0.608, 0.504], [1.893, 0.456, -0.194], [0.413, 0.455, 0.149], [-0.348, 1.536, -0.581], [-2.767, -0.256, 0.084], [-3.552, -1.414, -0.500], [4.274, -0.792, -1.025], [4.690, 0.298, 0.336], [4.819, -1.437, 0.598], [2.680, -0.512, 1.572], [2.310, -1.623, 0.297], [2.288, 1.436, -0.015], [1.985, 0.236, -1.276], [0.285, 0.658, 1.228], [-0.038, -0.495, -0.054], [-0.477, 1.300, -1.657], [-1.379, 1.630, -0.174], [0.111, 2.541, -0.492], [-3.195, 1.491, 1.250], [-4.523, 0.439, 1.223], [-3.636, -1.306, -1.623], [-4.613, -1.456, -0.070], [-2.969, -2.435, -0.318], [-3.487, 0.388, 1.026], [-1.693, 0.109, -0.353]],
  "nbo_charge": [-0.601, -0.389, -0.391, -0.391, -0.583, 0.681, -0.713, 0.201, 0.199, 0.204, 0.191, 0.186, 0.192, 0.185, 0.179, 0.221, 0.198, 0.228, 0.165, 0.395, 0.415, 0.245, 0.209, 0.243, -0.848, -0.621]
}


Most stable structure - model Q; separation to the second - 0.662 eV.